The following is a DFT calculation (ωB97M-V/def2-TZVPD) of a 2-piece molecular cluster, CH9N2O overall.

```
13
Properties=species:S:1:pos:R:3
O -2.63617 -0.17361 0.46398
H -3.37316 -0.58135 -0.02521
H -0.16376 -0.15911 -1.59535
H -3.04860 0.52702 0.98678
N -0.12682 0.21549 -0.64711
C 1.00905 -0.41586 0.18287
N 2.15430 0.40307 0.06189
H 0.09740 1.20689 -0.66621
H -1.05906 0.02048 -0.21453
H 0.65085 -0.44407 1.20148
H 1.13126 -1.43562 -0.15745
H 2.88818 0.07026 -0.53829
H 2.47652 0.76640 0.94715
```

Properties
LUMO energy, Eh: -0.1198
Charge: +1
Spin multiplicity: 1
Energy above the lowest of the compared OMol25 structures with the same formula, charge and spin, kJ/mol: 0.0


The following is a DFT calculation (ωB97M-V/def2-TZVPD) of C18H16BrN2O8P2Pd as an isolated structure.

```
48
Properties=species:S:1:pos:R:3
Pd -1.81706 0.12671 -0.28406
O -3.55761 -2.50796 4.85248
C -3.22470 -1.74055 3.78566
C -2.56973 -0.52639 3.91313
C -2.20484 0.15057 2.76866
N -2.42511 -0.34428 1.55540
C -3.12290 -1.47679 1.42791
Br -3.78848 -2.02316 -0.27048
C -3.57343 -2.19765 2.52406
H -3.23501 -2.09499 5.66026
H -2.33478 -0.11674 4.88736
H -1.72643 1.12086 2.79541
H -4.15605 -3.09722 2.40137
O -1.78819 1.94965 -3.99988
P -0.84491 1.46929 -2.77848
O 0.57831 1.54840 -3.15333
O -1.44046 0.15625 -2.29819
O -1.16588 2.59485 -1.64241
P -2.51999 2.82308 -0.74631
O -1.80142 2.94717 0.72142
O -3.17020 4.09078 -1.10854
O -3.32189 1.53041 -0.67397
H -1.25637 2.50660 -4.57795
H -1.29355 3.76669 0.73614
N -0.20677 -0.94706 -0.07782
C 0.97263 -0.65369 -0.39402
C 1.62962 0.67418 -0.11447
C 1.16466 1.44552 0.94578
C 1.76678 2.65184 1.26590
C 2.84477 3.10902 0.51975
C 3.30069 2.35898 -0.55571
C 2.69689 1.15152 -0.87050
C 1.82791 -1.71553 -1.02807
C 3.09442 -2.04126 -0.55336
C 3.81475 -3.08056 -1.12636
C 3.27645 -3.79042 -2.19163
C 2.01803 -3.45808 -2.67704
C 1.29245 -2.42984 -2.09388
H 0.33272 1.06957 1.52726
H 1.39888 3.23567 2.10210
H 3.32633 4.04552 0.77444
H 4.12815 2.71888 -1.15482
H 3.03391 0.58157 -1.72597
H 3.50815 -1.48555 0.28038
H 4.79472 -3.33719 -0.74165
H 3.83741 -4.60081 -2.64177
H 1.59759 -4.00759 -3.51080
H 0.30951 -2.15022 -2.45343
```

Properties
LUMO energy, Eh: 0.0702
Charge: -1
Spin multiplicity: 1
Energy above the lowest of the compared OMol25 structures with the same formula, charge and spin, kJ/mol: 135.1


The following is a DFT calculation (ωB97M-V/def2-TZVPD) of a 8-piece molecular cluster, C31H51F2NO10S4 overall.

```
99
Properties=species:S:1:pos:R:3
C 27.57700 22.80600 30.13800
C 26.19300 23.14700 30.63400
O 26.01700 23.83600 31.69600
N 24.97500 22.63100 29.84000
H 25.27300 23.14200 28.86900
H 25.22800 21.63400 29.67400
C 23.63200 22.75500 30.43700
H 27.73700 21.62600 30.03200
H 28.32400 23.17000 30.87100
H 27.72900 23.21600 29.31700
H 22.62500 22.64400 29.94900
H 23.56500 23.84700 30.95500
H 23.67500 22.22300 31.47700
O 25.32800 20.22900 29.31100
H 25.48300 19.35400 29.08300
F 23.43500 22.28000 36.51300
C 23.19600 23.31500 35.64400
C 22.63600 23.02800 34.34700
C 22.30100 24.13000 33.55600
C 22.74300 25.47400 33.90200
C 23.31100 25.61000 35.23600
C 23.54900 24.57500 36.07200
H 22.17000 22.15500 34.33800
H 21.75500 23.85000 32.64400
H 22.55400 26.22700 33.18800
H 23.52200 26.56200 35.46000
H 23.91500 24.41200 37.14700
F 25.87700 27.98400 34.57100
C 27.06700 28.15100 33.97900
C 27.90600 29.15600 34.19100
C 29.06000 29.45800 33.40900
C 29.30200 28.76800 32.27700
C 28.44100 27.68600 32.01300
C 27.37800 27.33900 32.76800
H 27.78600 29.77600 35.14700
H 29.67400 30.28700 33.73000
H 30.25200 29.08400 31.63600
H 28.66600 27.09700 31.20800
H 26.64500 26.52000 32.58000
C 21.34600 20.65200 27.25000
C 22.72000 20.15100 27.56000
C 23.68900 20.61500 26.56100
S 22.97300 22.32900 26.35100
O 23.21200 22.83500 25.04500
O 23.38500 23.06900 27.51800
C 21.31400 21.90700 26.43700
H 20.77500 20.90500 28.19600
H 20.72200 19.82300 26.95700
H 22.85300 19.04200 27.37900
H 22.97000 20.47100 28.62400
H 23.51000 20.18900 25.62200
H 24.60600 20.60600 27.06500
H 21.20900 21.80400 25.40000
H 20.60900 22.87100 26.62500
C 26.42200 19.68600 32.79300
C 25.62200 20.64300 33.74000
C 26.37200 20.76300 34.93800
S 28.00500 20.30400 34.71300
O 28.33300 19.09300 35.37600
O 28.90300 21.38600 34.99700
C 27.92700 20.02000 32.98400
H 26.13200 19.85500 31.85000
H 26.12600 18.84400 33.31900
H 24.64800 20.32400 33.61600
H 25.61500 21.62000 33.00300
H 25.87400 20.18500 35.67100
H 26.35000 21.69900 35.17500
H 28.64000 19.10700 32.83300
H 28.22900 20.89300 32.32500
C 27.28700 19.81000 25.59200
C 27.32600 20.65200 24.27800
C 26.85400 21.97300 24.63700
S 27.43100 22.35600 26.15000
O 26.47100 23.03800 26.94600
O 28.79100 22.81100 26.09800
C 27.49300 20.71400 26.81500
H 28.34300 19.16100 25.50900
H 26.45700 19.06500 25.81200
H 26.88400 20.31900 23.47300
H 28.36400 20.80800 24.06500
H 25.69700 21.99800 24.68600
H 26.96800 22.66700 23.67700
H 26.60100 20.75000 27.63700
H 28.61200 20.83200 27.27800
C 23.75600 16.79400 31.33900
C 23.48200 16.86700 32.84200
C 22.12400 17.41600 33.01800
S 22.02500 18.62900 31.88700
O 22.34300 19.94900 32.39300
O 20.74900 18.53400 31.24400
C 23.24500 18.05000 30.70800
H 23.20000 16.17000 30.87500
H 24.90700 16.87200 31.23300
H 24.30800 17.42900 33.43900
H 23.51400 15.88100 33.31500
H 22.04600 17.58200 34.04600
H 21.52200 16.61100 32.90900
H 24.03000 18.61100 30.85300
H 22.93900 17.89500 29.66100
```

Properties
LUMO energy, Eh: 0.0056
Charge: 0
Spin multiplicity: 1
Energy above the lowest of the compared OMol25 structures with the same formula, charge and spin, kJ/mol: 0.0


The following is a DFT calculation (ωB97M-V/def2-TZVPD) of an isolated ion of composition O5S3 and charge -2.

```
8
Properties=species:S:1:pos:R:3
O 1.01813 -1.34246 1.14224
S 0.90733 -0.43167 0.03760
O 0.82000 -1.04538 -1.24398
O 1.82666 0.69255 0.10667
S -1.11171 0.37281 -0.02138
O -1.20831 1.33843 1.09487
O -1.05467 1.13275 -1.26190
S -2.50700 -1.21610 0.06960
```

Properties
LUMO energy, Eh: 0.2189
Charge: -2
SMILES string: O=S(=O)([O-])S(=O)(=O)[S-]
Spin multiplicity: 1
Energy above the lowest of the compared OMol25 structures with the same formula, charge and spin, kJ/mol: 1.2


The following is a DFT calculation (ωB97M-V/def2-TZVPD) of one molecule with the formula C2H2N2O3.

```
9
Properties=species:S:1:pos:R:3
O -1.48562 1.73404 0.12004
C -0.45823 1.00225 -0.06616
O 0.85917 1.41707 -0.40877
N 1.67217 0.02735 -0.07803
N 0.69314 -0.94017 0.05010
C -0.48165 -0.32599 -0.17094
O -1.55709 -1.04636 -0.23632
H 2.02163 0.03697 0.86607
H -1.26352 -1.90517 -0.07598
```

Properties
LUMO energy, Eh: -0.0323
Charge: 0
SMILES string: O=c1o[nH]nc1O
Spin multiplicity: 1
Energy above the lowest of the compared OMol25 structures with the same formula, charge and spin, kJ/mol: 370.4


The following is a DFT calculation (ωB97M-V/def2-TZVPD) of one molecule with the formula C3H4N2O.

```
10
Properties=species:S:1:pos:R:3
N -0.39158 -0.34176 1.46423
C -0.21352 -0.49368 0.17649
C 1.03409 -0.70136 -0.49569
N 0.97076 0.35965 -1.21636
C -0.51085 0.76019 -1.02910
O -0.82354 1.86169 -0.57926
H -1.21729 0.16214 1.76865
H 0.33201 -0.48277 2.15940
H 1.87435 -1.38449 -0.39328
H -1.05443 0.26040 -1.85507
```

Properties
LUMO energy, Eh: -0.0034
Charge: 0
Spin multiplicity: 1
Energy above the lowest of the compared OMol25 structures with the same formula, charge and spin, kJ/mol: 374.0


The following is a DFT calculation (ωB97M-V/def2-TZVPD) of a 4-piece molecular cluster, C36H47F3NO4 overall.

```
91
Properties=species:S:1:pos:R:3
C 1.22209 0.33756 -0.19439
C 0.97932 -0.14644 0.85957
C 0.69591 -0.75408 2.16826
C -0.37346 0.12319 2.85065
O 0.08917 1.43420 3.07730
C -0.43351 2.45388 2.23680
C 0.68757 3.38978 1.78453
O 0.67028 3.49415 0.36382
C 1.54397 4.48749 -0.13444
C 2.50342 3.92836 -1.15764
O 1.79232 3.58156 -2.32968
C 2.50703 2.74910 -3.22891
C 1.56251 1.70678 -3.84106
C 0.14722 -2.17801 2.04974
C 1.15578 -3.24814 1.64212
C 0.46847 -4.60521 1.90540
C 1.46885 -3.22261 0.13257
N 2.37824 -3.20648 2.48708
O 3.25443 -4.07264 2.13893
C 2.97769 -1.87520 2.77601
C 3.81336 -2.04713 4.06127
C 3.93658 -1.40111 1.65083
C 1.92885 -0.79854 3.08368
H 1.53275 0.81005 -1.10132
H -0.59197 -0.32049 3.82710
H -1.30569 0.09650 2.27967
H -1.20461 3.01833 2.76406
H -0.86566 2.02661 1.32997
H 1.64584 2.96895 2.10033
H 0.55095 4.38662 2.21225
H 2.13841 4.92586 0.67293
H 0.97645 5.30359 -0.59213
H 3.07066 3.08530 -0.75103
H 3.22931 4.72269 -1.38572
H 2.98940 3.34355 -4.00951
H 3.31077 2.22283 -2.70451
H 0.75446 1.54722 -3.12780
H 2.07757 0.75018 -3.92689
H 1.16039 2.01606 -4.80010
H -0.19130 -2.42517 3.06358
H -0.73999 -2.22718 1.41978
H 1.20089 -5.40627 1.94258
H -0.15100 -4.57887 2.79957
H -0.18950 -4.81375 1.05978
H 1.69499 -4.22911 -0.21319
H 2.22339 -2.50417 -0.16629
H 0.54665 -2.93140 -0.37298
H 3.14292 -2.08712 4.92160
H 4.46750 -1.19094 4.20720
H 4.38721 -2.96919 4.02377
H 4.06331 -2.13359 0.85906
H 4.92415 -1.21537 2.06971
H 3.61265 -0.46410 1.20299
H 1.58486 -0.88019 4.11609
H 2.43894 0.16213 3.01670
F 1.32442 -7.11778 -1.60988
C 2.60058 -7.52584 -1.44475
C 3.17764 -8.32412 -2.41144
C 4.49120 -8.73498 -2.23711
C 5.20077 -8.35090 -1.10715
C 4.59626 -7.55010 -0.14772
C 3.28561 -7.12911 -0.31498
H 2.60448 -8.61530 -3.28143
H 4.96140 -9.35652 -2.98720
H 6.22405 -8.67582 -0.97504
H 5.14393 -7.25060 0.73549
H 2.79783 -6.49411 0.41385
F -5.40127 3.66252 -3.13533
C -4.05587 3.77575 -3.02364
C -3.44781 3.34554 -1.86242
C -2.06886 3.46198 -1.75002
C -1.32336 4.00780 -2.78728
C -1.96418 4.43508 -3.94395
C -3.34179 4.31803 -4.07126
H -4.04824 2.92922 -1.06347
H -1.56786 3.12690 -0.85177
H -0.24563 4.09225 -2.68946
H -1.38875 4.86359 -4.75425
H -3.85838 4.63939 -4.96602
F -9.99971 5.15118 1.77095
C -9.21969 4.55792 0.84348
C -8.21659 5.29289 0.24493
C -7.41503 4.67722 -0.70603
C -7.62835 3.34947 -1.04915
C -8.64650 2.63264 -0.43360
C -9.45011 3.23537 0.52385
H -8.07126 6.32843 0.52215
H -6.62044 5.23601 -1.18210
H -7.00592 2.87661 -1.78873
H -8.81794 1.59839 -0.70056
H -10.24464 2.69339 1.01912
```

Properties
LUMO energy (spin up / spin down), Eh: 0.0231 / 0.0071
Charge: 0
<S²>: 0.754
Spin multiplicity: 2


The following is a DFT calculation (ωB97M-V/def2-TZVPD) of C14H17CoF4N4 as an isolated structure.

```
40
Properties=species:S:1:pos:R:3
Co -0.08097 0.06223 -0.10092
C -1.11013 2.00740 -1.83045
N -0.15866 0.87674 -1.88065
C 1.13258 1.35733 -2.41151
C -0.68479 -0.19890 -2.77588
C -1.80576 -0.94034 -2.07343
N -1.33528 -1.10145 -0.70975
C -1.96438 -1.87850 0.23006
C -1.45788 -1.79883 1.52516
F -0.40236 -0.90175 1.68335
C -1.91938 -2.52106 2.59537
F -1.34847 -2.36396 3.79015
C -2.97512 -3.39452 2.41664
C -3.51345 -3.49300 1.14736
F -4.53439 -4.31955 0.93082
C -3.03446 -2.76099 0.07235
F -3.61145 -2.91584 -1.12963
H -1.23044 2.44474 -2.82478
H -0.72640 2.77244 -1.15596
H -2.07761 1.66530 -1.46982
H 1.00861 1.68948 -3.44558
H 1.86147 0.55010 -2.38280
H 1.49127 2.18980 -1.81114
H 0.14066 -0.88687 -2.95875
H -0.99618 0.23824 -3.72840
H -1.97880 -1.89304 -2.57348
H -2.74645 -0.37964 -2.11780
H -3.36961 -3.97558 3.23666
C 4.68121 1.39272 2.21426
N 3.33663 1.55109 1.66973
C 2.53674 2.65761 1.79649
C 1.36191 2.35256 1.18537
N 1.43659 1.06673 0.69303
C 2.63860 0.61834 1.00774
H 5.14420 2.37181 2.29529
H 5.27502 0.77731 1.54375
H 4.63898 0.92980 3.19778
H 2.86865 3.54855 2.29924
H 0.48075 2.96153 1.07824
H 3.02859 -0.35803 0.77187
```

Properties
LUMO energy (spin up / spin down), Eh: -0.1042 / -0.1064
Charge: +1
<S²>: 0.818
Spin multiplicity: 2
Energy above the lowest of the compared OMol25 structures with the same formula, charge and spin, kJ/mol: 0.0


| no. | energy (eV) |
| --- | --- |
| 1 | -6204.6182 |
| 2 | -130394.6628 |
| 3 | -103700.6619 |
| 4 | -42743.2480 |
| 5 | -11224.9661 |
| 6 | -8200.0095 |
| 7 | -55921.8174 |
| 8 | -69244.8390 |